Record 1
A structure of composition C4H2GdO2. Source: the Open Molecules 2025 dataset; level of theory: ωB97M-V/def2-TZVPD.

spin multiplicity: 8
charge: +1
F_max: 0.038 Eh/bohr
HOMO energy (alpha / beta): -12.95 / -13.07 eV

Cartesian coordinates (Å):
H: 1.29 -2.37 -0.17
C: 0.94 -1.35 -0.01
C: -0.32 -0.94 -0.05
O: 2.03 -0.57 0.26
O: 1.79 0.79 0.48
Gd: 0.17 2.01 0.33
C: -1.82 1.13 -0.22
C: -1.25 -0.02 -0.03
H: -2.83 1.31 -0.59

---

Record 2
A structure of composition C4H2HgLiO2. Source: the Open Molecules 2025 dataset; level of theory: ωB97M-V/def2-TZVPD.

spin multiplicity: 1
charge: +1
ΔE to the lowest compared entry with this formula, charge and spin: 293.2 kJ/mol
F_max: 0.233 Eh/bohr
HOMO energy (alpha / beta): -11.21 / -11.01 eV

Cartesian coordinates (Å):
H: 2.43 -3.30 0.75
C: 1.46 0.29 -0.02
C: 0.53 1.09 0.47
C: -0.85 0.96 0.12
C: -2.01 0.87 -0.23
O: -3.22 0.81 -0.58
O: 2.31 -0.35 -0.50
Li: 3.11 -2.16 -0.36
Hg: -4.67 -0.12 -0.75
H: 0.91 1.92 1.08

---

Record 3
A structure of composition C4H2HgO5. Source: the Open Molecules 2025 dataset; level of theory: ωB97M-V/def2-TZVPD.

spin multiplicity: 2
charge: +1
ΔE to the lowest compared entry with this formula, charge and spin: 128.4 kJ/mol
F_max: 0.121 Eh/bohr
HOMO energy (alpha / beta): -13.17 / -14.41 eV

Cartesian coordinates (Å):
C: -0.52 -1.63 2.39
O: -1.05 -1.64 3.41
O: -0.02 -1.61 1.33
O: 1.33 -0.73 -0.95
C: 1.21 0.47 -0.97
O: 0.09 1.05 -0.59
Hg: 0.31 -2.39 -0.67
H: 1.99 1.16 -1.34
O: -0.80 2.95 -2.22
C: -0.46 2.50 -1.18
C: 0.42 2.79 -0.15
H: 0.04 3.12 0.82

---

Record 4
The ion C4H2IO3 with charge -1. Source: the Open Molecules 2025 dataset; level of theory: ωB97M-V/def2-TZVPD.

SMILES: O=C/C(I)=C\C(=O)[O-]
spin multiplicity: 1
charge: -1
ΔE to the lowest compared entry with this formula, charge and spin: 13.6 kJ/mol
F_max: 0.028 Eh/bohr
HOMO energy: -5.04 eV

Cartesian coordinates (Å):
C: -0.86 -0.48 0.31
C: -0.28 -0.12 -0.80
C: -0.14 -0.14 1.68
C: 1.02 0.57 -0.95
O: 2.00 0.10 -1.49
O: -0.80 -0.44 2.67
O: 0.98 0.38 1.57
I: -1.13 -0.50 -2.77
H: -1.81 -0.98 0.37
H: 1.00 1.61 -0.59

---

Record 5
The molecule C4H2N2O. Source: the Open Molecules 2025 dataset; level of theory: ωB97M-V/def2-TZVPD.

spin multiplicity: 1
charge: 0
ΔE to the lowest compared entry with this formula, charge and spin: 373.1 kJ/mol
F_max: 0.084 Eh/bohr
HOMO energy (alpha / beta): -9.45 / -9.40 eV

Cartesian coordinates (Å):
C: 0.46 2.22 1.26
C: 2.46 -0.76 0.20
C: -0.34 1.31 0.62
C: 1.15 -0.93 -0.18
N: 1.15 2.98 1.80
N: 3.55 -0.61 0.53
O: 0.14 0.07 0.09
H: -1.38 1.42 0.39
H: 0.72 -1.75 -0.73

---

Record 6
The molecule C4H2N2OS3. Source: the Open Molecules 2025 dataset; level of theory: ωB97M-V/def2-TZVPD.

SMILES: N#CS/N=C(\O)[C@H]1SC1=S
spin multiplicity: 1
charge: 0
ΔE to the lowest compared entry with this formula, charge and spin: 50.5 kJ/mol
F_max: 0.056 Eh/bohr
HOMO energy: -8.93 eV

Cartesian coordinates (Å):
C: 3.54 -0.54 0.63
C: -1.02 0.21 0.69
C: 0.16 0.14 -0.24
C: -2.45 -0.21 0.41
N: 3.83 -1.32 1.43
N: 1.34 0.24 0.24
O: -0.29 0.10 -1.50
S: -3.37 -1.50 0.47
S: -2.37 1.45 0.28
S: 2.79 0.45 -0.50
H: -0.95 0.14 1.80
H: 0.39 0.24 -2.10

---

Record 7
The molecule C4H2N2S. Source: the Open Molecules 2025 dataset; level of theory: ωB97M-V/def2-TZVPD.

SMILES: N#C/C=C\SC#N
spin multiplicity: 1
charge: 0
ΔE to the lowest compared entry with this formula, charge and spin: 122.5 kJ/mol
F_max: 0.024 Eh/bohr
HOMO energy: -9.74 eV

Cartesian coordinates (Å):
C: 0.36 0.66 -0.02
C: 0.52 -0.67 -0.03
C: 1.41 1.60 -0.06
C: 3.19 -0.46 0.06
N: 2.31 2.32 -0.11
N: 3.96 0.38 0.14
S: 1.98 -1.64 -0.08
H: -0.63 1.09 0.02
H: -0.34 -1.33 -0.01

---

Record 8
A cluster of 2 separate species, C4H2N8O2 in total. Source: the Open Molecules 2025 dataset; level of theory: ωB97M-V/def2-TZVPD.

spin multiplicity: 1
charge: 0
ΔE to the lowest compared entry with this formula, charge and spin: 0.0 kJ/mol
F_max: 0.067 Eh/bohr
HOMO energy: -11.18 eV

Cartesian coordinates (Å):
C: 2.00 -1.39 1.27
C: -1.68 1.54 -0.99
C: 0.63 -0.91 -0.75
C: 0.39 -2.00 -3.50
N: 2.37 -0.74 2.32
N: -1.68 1.09 -2.29
N: 2.00 0.54 2.09
N: -0.89 0.12 -2.38
N: 1.37 0.71 1.05
N: -0.33 0.02 -1.12
N: 1.23 -0.54 0.49
N: -0.87 0.87 -0.21
O: 1.01 -1.81 -1.43
O: -0.68 -2.34 -3.40
H: 2.12 -2.38 1.02
H: -2.35 2.45 -0.60

---

Record 9
A structure of composition C4H2NO3. Source: the Open Molecules 2025 dataset; level of theory: ωB97M-V/def2-TZVPD.

spin multiplicity: 1
charge: -1
ΔE to the lowest compared entry with this formula, charge and spin: 147.5 kJ/mol
F_max: 0.093 Eh/bohr
HOMO energy: -3.89 eV

Cartesian coordinates (Å):
C: 3.59 0.57 0.33
C: 0.01 -0.39 0.07
C: 1.11 0.20 -0.37
C: -1.27 0.18 0.15
N: 2.09 0.66 -0.82
O: -1.11 1.55 -0.09
O: 4.06 -0.48 -0.01
O: -2.35 -0.37 0.28
H: 0.25 -1.50 0.12
H: -0.15 1.69 -0.04

---

Record 10
The molecule C4H2O2. Source: the Open Molecules 2025 dataset; level of theory: ωB97M-V/def2-TZVPD.

spin multiplicity: 1
charge: 0
ΔE to the lowest compared entry with this formula, charge and spin: 360.2 kJ/mol
F_max: 0.012 Eh/bohr
HOMO energy: -10.05 eV

Cartesian coordinates (Å):
O: -2.96 -0.75 0.04
C: -1.87 -1.02 -0.41
C: -0.64 -0.38 0.03
C: 0.38 0.16 0.35
C: 2.27 1.32 -0.13
O: 1.49 0.74 0.80
H: -1.74 -1.78 -1.21
H: 3.07 1.72 0.53

---

Record 11
The molecule C4H2O2. Source: the Open Molecules 2025 dataset; level of theory: ωB97M-V/def2-TZVPD.

SMILES: O=C=C=CC=O
spin multiplicity: 1
charge: 0
ΔE to the lowest compared entry with this formula, charge and spin: 20.9 kJ/mol
F_max: 0.021 Eh/bohr
HOMO energy: -9.88 eV

Cartesian coordinates (Å):
O: -3.20 -0.03 0.27
C: -2.09 0.20 0.05
C: -0.86 0.60 -0.29
C: 0.18 -0.17 0.08
C: 1.61 0.11 -0.20
O: 2.46 -0.64 0.22
H: 0.06 -1.09 0.65
H: 1.86 1.01 -0.79

---

Record 12
The molecule C4H2O2. Source: the Open Molecules 2025 dataset; level of theory: ωB97M-V/def2-TZVPD.

spin multiplicity: 1
charge: 0
ΔE to the lowest compared entry with this formula, charge and spin: 33.7 kJ/mol
F_max: 0.072 Eh/bohr
HOMO energy: -8.64 eV

Cartesian coordinates (Å):
C: 0.08 0.16 -0.76
C: 0.00 0.28 0.73
C: 1.17 -0.56 -0.84
C: -1.27 -0.03 0.88
O: 2.23 -1.03 -1.02
O: -2.42 -0.09 1.10
H: -0.49 0.63 -1.55
H: 0.70 0.63 1.47

---

Record 13
The molecule C4H2O2. Source: the Open Molecules 2025 dataset; level of theory: ωB97M-V/def2-TZVPD.

SMILES: O=C1[C@H]2C(=O)[C@@H]12
spin multiplicity: 1
charge: 0
ΔE to the lowest compared entry with this formula, charge and spin: 27.4 kJ/mol
F_max: 0.022 Eh/bohr
HOMO energy: -10.19 eV

Cartesian coordinates (Å):
C: 0.54 -0.04 0.67
C: -0.37 -0.04 -0.77
C: 0.12 1.13 -0.08
C: -0.62 -0.87 0.39
O: 0.21 2.31 -0.14
O: -1.29 -1.76 0.81
H: 1.54 -0.36 0.89
H: -0.14 -0.36 -1.77

---

Record 14
A structure of composition C4H2O2Sr. Source: the Open Molecules 2025 dataset; level of theory: ωB97M-V/def2-TZVPD.

spin multiplicity: 1
charge: 0
ΔE to the lowest compared entry with this formula, charge and spin: 0.0 kJ/mol
F_max: 0.055 Eh/bohr
HOMO energy: -6.55 eV

Cartesian coordinates (Å):
O: -1.44 1.14 -0.46
H: -2.29 0.88 -0.10
C: -0.79 -1.98 -0.03
C: -0.67 -0.87 0.55
C: -0.37 0.51 0.31
C: 0.94 0.81 0.10
O: 1.89 -0.10 -0.06
Sr: 1.53 -2.23 -0.14
H: 1.19 1.85 -0.16

---

Record 15
A structure of composition C4H2O5Tb. Source: the Open Molecules 2025 dataset; level of theory: ωB97M-V/def2-TZVPD.

spin multiplicity: 8
charge: +2
ΔE to the lowest compared entry with this formula, charge and spin: 288.0 kJ/mol
F_max: 0.132 Eh/bohr
HOMO energy (alpha / beta): -16.67 / -16.67 eV

Cartesian coordinates (Å):
C: -2.49 -1.65 2.25
O: -3.12 -1.42 3.19
O: -1.86 -1.88 1.30
O: 0.60 -1.50 -1.01
C: 1.13 -0.41 -0.94
O: 0.43 0.65 -0.59
Tb: -1.48 -2.84 -1.11
H: 2.20 -0.24 -1.12
O: 0.95 2.83 -2.05
C: 0.83 2.21 -1.05
C: 1.55 1.91 0.09
H: 1.25 2.35 1.05

---

Record 16
The molecule C4H2OS. Source: the Open Molecules 2025 dataset; level of theory: ωB97M-V/def2-TZVPD.

spin multiplicity: 1
charge: 0
ΔE to the lowest compared entry with this formula, charge and spin: 344.5 kJ/mol
F_max: 0.065 Eh/bohr
HOMO energy: -6.88 eV

Cartesian coordinates (Å):
C: 0.97 -0.25 0.00
C: 0.11 0.90 0.00
C: 2.28 -0.29 0.00
C: 0.88 3.23 0.00
O: 0.53 2.12 0.00
S: 3.85 -0.33 0.00
H: 0.45 -1.19 0.02
H: -0.96 0.77 -0.02

---

Record 17
The molecule C4H2OS. Source: the Open Molecules 2025 dataset; level of theory: ωB97M-V/def2-TZVPD.

SMILES: C#CSC=C=O
spin multiplicity: 1
charge: 0
ΔE to the lowest compared entry with this formula, charge and spin: 57.9 kJ/mol
F_max: 0.043 Eh/bohr
HOMO energy: -8.37 eV

Cartesian coordinates (Å):
C: 2.01 1.19 0.30
C: -0.97 -0.93 -0.39
C: 1.54 0.14 -0.02
C: -1.79 0.04 -0.08
O: -2.69 0.75 0.03
S: 0.75 -1.37 -0.05
H: 2.58 2.04 0.53
H: -1.42 -1.86 -0.32

---

Record 18
A structure of composition C4H2S. Source: the Open Molecules 2025 dataset; level of theory: ωB97M-V/def2-TZVPD.

spin multiplicity: 1
charge: 0
ΔE to the lowest compared entry with this formula, charge and spin: 206.9 kJ/mol
F_max: 0.060 Eh/bohr
HOMO energy (alpha / beta): -9.02 / -9.02 eV

Cartesian coordinates (Å):
C: 0.24 1.21 0.00
C: -0.81 -1.03 0.00
C: 0.18 -0.12 -0.01
C: -1.21 1.39 0.00
S: -2.21 -0.05 0.00
H: 0.98 1.97 0.00
H: -0.78 -2.09 0.00

---

Record 19
The ion C4H2S3 with charge -2. Source: the Open Molecules 2025 dataset; level of theory: ωB97M-V/def2-TZVPD.

spin multiplicity: 1
charge: -2
ΔE to the lowest compared entry with this formula, charge and spin: 140.5 kJ/mol
F_max: 0.058 Eh/bohr
HOMO energy: 1.19 eV

Cartesian coordinates (Å):
C: 0.26 -1.33 -0.02
C: 0.27 1.33 0.01
C: 1.56 -1.09 -0.01
C: 1.57 1.08 0.00
S: 2.88 -2.10 0.01
S: 2.90 2.09 -0.01
S: -0.91 0.00 -0.01
H: -0.24 -2.30 -0.04
H: -0.22 2.30 0.04

---

Record 20
A cluster of 10 separate species, C4H30N2O10 in total. Source: the Open Molecules 2025 dataset; level of theory: ωB97M-V/def2-TZVPD.

SMILES: NCCNCCO.O.O.O.O.O.O.O.O.O
spin multiplicity: 1
charge: 0
ΔE to the lowest compared entry with this formula, charge and spin: 447.6 kJ/mol
F_max: 0.113 Eh/bohr
HOMO energy: -9.18 eV

Cartesian coordinates (Å):
N: -1.80 -1.23 -2.16
C: -0.74 -0.33 -2.01
C: -0.24 -0.19 -0.57
N: -0.70 -0.99 0.50
C: -0.04 -2.34 0.75
C: 0.40 -2.62 2.18
O: 1.71 -2.04 2.36
H: -2.25 -1.02 -3.05
H: -1.63 -2.26 -1.97
H: -1.06 0.68 -2.27
H: 0.07 -0.62 -2.73
H: 0.87 -0.27 -0.52
H: -0.40 0.83 -0.41
H: -1.64 -1.47 0.31
H: -0.87 -3.02 0.40
H: 0.79 -2.68 0.06
H: -0.27 -2.27 2.89
H: 0.74 -3.61 2.38
H: 1.60 -1.28 3.04
H: -3.69 1.35 -1.06
H: -2.96 0.09 -0.72
O: -3.48 0.77 -0.36
H: 1.23 3.16 -3.71
H: 1.12 1.94 -3.05
O: 1.16 2.16 -3.92
H: 3.87 -0.82 -0.49
H: 2.41 -1.25 -0.10
O: 2.95 -0.99 -0.81
H: 0.05 0.55 1.87
H: -0.15 2.07 2.30
O: 0.50 1.38 2.15
H: 2.31 0.81 -1.20
H: 2.41 1.72 -0.07
O: 2.38 1.79 -1.14
H: 2.29 1.19 2.03
H: 3.53 1.98 1.84
O: 3.07 1.23 1.40
H: 2.09 3.80 -0.61
H: 0.71 3.53 -0.38
O: 1.17 3.93 -1.01
H: -2.96 -2.81 1.66
H: -3.82 -2.56 0.48
O: -2.95 -2.70 0.72
H: -2.67 1.49 0.86
H: -2.65 1.08 2.34
O: -2.43 1.83 1.77